Formula: C5H10NS
Source: the Open Molecules 2025 dataset
Level of theory: ωB97M-V/def2-TZVPD

Values from the calculation:
Net charge: +1
Lowest unoccupied orbital energy (spin up / spin down): -5.22 / -5.22 eV
Energy above the lowest of the compared OMol25 structures with the same formula, charge and spin: 4.579 eV
HOMO level (spin up / spin down): -13.5 / -13.5 eV
Spin multiplicity: 1
Gap between HOMO and LUMO (spin up / spin down): 8.30 / 8.30 eV

Geometry as XYZ:
```
17
C5H10NS (ωB97M-V/def2-TZVPD)
H 0.152 1.478 -0.967
C 1.480 -0.504 0.060
N -1.113 0.067 0.044
H -2.064 0.703 -1.708
H 1.931 1.519 0.671
H -0.034 -2.081 -0.449
C -0.214 1.237 0.075
H -0.707 1.975 0.715
C -1.943 -0.120 -1.104
S -2.700 -0.220 0.502
H 0.983 0.529 1.878
H 2.417 -0.648 0.631
C 1.111 0.760 0.708
H 0.084 -1.704 1.361
H 1.841 -0.422 -0.969
H -1.672 -1.069 -1.791
C 0.449 -1.497 0.344
```

Atom charges from the Löwdin analysis, given in e for atoms 1 to 6: H 0.16; C -0.26; N -0.54; H 0.06; H 0.14; H 0.10